a) The following is a quantum chemistry calculation of a cluster of 12 separate species, C6H35NO12 in total, from the Open Molecules 2025 dataset.

Results
**Molar mass**: 313.34 Da
**Gap between HOMO and LUMO**: 8.844 eV

Geometry as XYZ:
```
54
C6H35NO12 (ωB97M-V with the def2-TZVPD basis set)
O -1.71 0.84 3.91
H -1.21 0.62 -2.65
H 1.92 -2.04 -1.65
O 1.29 -1.50 3.89
H 0.54 -2.26 -2.47
H 1.58 0.28 3.14
H -0.83 0.47 3.94
H 1.27 1.09 1.21
H -0.02 2.20 -4.27
O -0.58 -3.89 1.17
O 4.12 1.47 1.14
O -2.27 -2.96 -1.90
H -2.92 2.94 1.72
H 2.22 -1.44 3.55
H 2.39 -1.71 0.38
H -3.35 1.51 -1.72
H -1.76 -2.21 -1.38
O -3.40 2.44 1.12
C 0.40 -0.16 -1.49
H 1.29 0.41 -1.53
O 2.22 0.75 2.73
H 0.35 -2.13 -0.63
H 1.55 2.57 -1.66
H 2.82 1.46 2.89
H -0.72 -0.55 0.43
H 2.90 -0.77 -2.59
C -0.49 1.49 0.23
C 0.33 1.80 -3.33
H -4.49 0.60 1.17
C -0.20 0.40 -2.76
H -3.77 -0.54 0.64
H 3.56 -2.67 1.08
H -0.29 -0.17 -3.59
H -3.10 -2.84 -2.11
H -1.26 -3.68 0.52
O 0.89 1.76 0.66
H 1.18 -2.39 3.94
H -2.90 0.15 -1.21
H -1.24 -3.84 1.97
O -3.09 0.71 -2.01
N -0.44 0.19 -0.28
H -2.94 1.57 1.04
H -1.09 1.73 1.23
O 2.72 -0.27 -3.43
H -1.67 1.67 4.33
H 3.79 1.62 0.26
C 1.15 2.70 -2.66
O -4.52 -0.42 1.26
C 0.83 -1.69 -1.52
H -0.67 2.28 -0.52
H 3.90 0.51 1.12
H 2.79 0.74 -3.22
O 3.05 -2.36 0.32
H 1.44 3.68 -3.14
```

Mulliken population analysis, charges in e, atoms 1 to 4:
1. O -0.606
2. H 0.574
3. H 0.374
4. O -0.610

=====

b) The following is a quantum chemistry calculation of a cluster of 12 separate species, C6H35NO12 in total, from the Open Molecules 2025 dataset.

Results
**Molar mass**: 313.34 Da
**Gap between HOMO and LUMO**: 8.175 eV

Geometry as XYZ:
```
54
C6H35NO12 (ωB97M-V with the def2-TZVPD basis set)
H 2.99 -3.55 1.14
H 0.21 1.97 3.74
H 0.50 -3.79 3.04
O -2.17 -1.06 -2.92
H -0.65 -3.26 2.04
H 2.24 -2.69 -1.38
H -1.73 -0.16 -3.11
H -0.16 1.54 0.83
O -2.54 -2.09 1.76
H 1.59 3.21 -0.77
O 1.00 2.69 -1.36
H -2.29 -1.93 0.83
H 1.47 0.00 2.98
H -0.29 -3.37 -3.17
C 0.35 1.27 1.70
H 0.06 1.16 -2.91
C 0.14 2.10 2.73
C 2.31 -0.38 0.95
H -2.19 -0.43 -1.33
H 2.74 0.30 -1.10
H -3.25 0.07 -0.32
C 1.96 -0.02 -0.46
O 2.50 3.95 0.51
H -2.59 1.36 1.90
H -1.09 3.15 1.53
H 1.29 0.82 -0.45
H -1.56 1.46 -0.14
H 1.64 3.56 0.87
O -0.84 1.32 -2.90
O 0.08 -2.92 -3.83
H -1.45 -1.66 -3.19
O 0.31 -3.28 2.26
O -3.37 0.90 1.78
O 2.31 -3.71 0.60
O -2.30 -0.23 -0.34
O 1.90 -2.00 -1.94
H -2.16 2.85 -0.57
H -3.40 -2.45 1.76
H 1.53 2.82 -2.14
O -1.37 2.36 -0.35
C 1.03 -1.13 -1.16
C 1.01 -0.02 1.88
H 0.37 -1.64 -0.44
H 0.29 -0.78 1.50
H 2.38 -1.45 1.24
H -1.36 3.57 3.14
H 0.46 -0.72 -2.02
H 3.23 3.28 0.63
H -0.99 1.79 -2.04
H 0.85 -2.58 -3.37
N -0.69 3.21 2.44
H 1.41 -3.44 0.89
H 3.20 0.26 1.25
H -3.21 0.04 2.05
```

Mulliken population analysis, charges in e, atoms 1 to 4:
1. H 0.240
2. H 0.507
3. H 0.231
4. O -0.767

=====

Short version: b) is the most stable of them.

=====

a) The following is a quantum chemistry calculation of the ion C3H7N2OS with charge +1, from the Open Molecules 2025 dataset.

Results
**Net charge**: +1
**Molar mass**: 119.17 Da
**Gap between HOMO and LUMO**: 8.805 eV

Geometry as XYZ:
```
14
C3H7N2OS (ωB97M-V with the def2-TZVPD basis set)
H 2.04 1.80 0.85
H 1.46 -2.15 -0.51
O -1.15 -0.24 -0.44
C -0.47 -1.55 -0.75
N 0.93 -1.44 -0.87
C -0.79 0.78 0.29
H 1.26 -1.16 -1.85
N 1.33 1.50 1.57
H -0.77 -2.23 0.01
S -1.92 2.14 0.33
H -2.81 1.70 -0.67
H 1.57 1.59 2.53
H -0.89 -1.64 -1.75
C 0.20 0.90 1.25
```

Mulliken population analysis, charges in e, atoms 1 to 4:
1. H 0.283
2. H 0.221
3. O -0.306
4. C -0.317

=====

b) The following is a quantum chemistry calculation of a cluster of 2 separate species, C3H7N2OS in total, from the Open Molecules 2025 dataset.

Results
**Net charge**: +1
**Molar mass**: 119.17 Da
**Gap between HOMO and LUMO**: 8.235 eV

Geometry as XYZ:
```
14
C3H7N2OS (ωB97M-V with the def2-TZVPD basis set)
N -1.99 0.14 0.58
C 1.74 -0.11 -0.62
S 2.40 0.10 -2.31
O 0.52 0.21 -0.52
C -1.03 0.56 1.22
H -0.74 1.63 1.38
H 1.34 0.86 -2.77
H 2.33 -0.96 1.26
H 3.60 -0.67 0.00
H -3.27 -0.67 -0.96
C -3.10 -0.16 0.04
H -0.43 -0.11 1.73
H -3.95 -0.22 0.65
N 2.58 -0.62 0.33
```

Mulliken population analysis, charges in e, atoms 1 to 4:
1. N 0.107
2. C 0.658
3. S -0.236
4. O -0.594

=====

Short version: b) is the most stable of them.

=====

a) The following is a quantum chemistry calculation of the molecule C4H4FN, from the Open Molecules 2025 dataset.

Results
**Molar mass**: 85.08 Da
**Gap between HOMO and LUMO**: 9.507 eV

Geometry as XYZ:
```
10
C4H4FN (ωB97M-V with the def2-TZVPD basis set)
H 0.78 0.80 1.21
H -0.31 2.05 0.21
C -1.35 -0.50 -0.18
C 0.36 1.10 0.10
N 2.20 -1.92 -0.04
F -1.88 -1.83 0.15
H 1.11 1.78 -0.46
C 0.06 -0.34 -0.26
H -2.13 0.16 -0.69
C 1.15 -1.30 -0.04
```

Mulliken population analysis, charges in e, atoms 1 to 4:
1. H 0.224
2. H 0.328
3. C -0.171
4. C -0.895

=====

b) The following is a quantum chemistry calculation of a cluster of 2 separate species, C4H4FN in total, from the Open Molecules 2025 dataset.

Results
**Molar mass**: 85.08 Da
**Gap between HOMO and LUMO**: 9.431 eV

Geometry as XYZ:
```
10
C4H4FN (ωB97M-V with the def2-TZVPD basis set)
C 0.09 0.17 0.09
H 0.89 -1.83 0.27
H 2.16 -0.70 0.39
N -1.81 1.31 -0.02
C -1.37 0.19 -0.08
H 0.22 2.22 0.90
F -2.49 -1.27 -0.56
C 1.16 -0.82 -0.07
H 1.28 -0.73 -1.16
C -0.13 1.45 0.25
```

Mulliken population analysis, charges in e, atoms 1 to 4:
1. C 0.433
2. H 0.303
3. H 0.331
4. N -0.389

=====

Short version: a) is the most stable of them.

=====

a) The following is a quantum chemistry calculation of a cluster of 2 separate species, C3H3N3 in total, from the Open Molecules 2025 dataset.

Results
**Molar mass**: 81.08 Da
**Gap between HOMO and LUMO (alpha / beta)**: 8.559 / 9.074 eV

Geometry as XYZ:
```
9
C3H3N3 (ωB97M-V with the def2-TZVPD basis set)
C -1.76 0.21 0.72
C -0.55 0.03 0.06
H 2.54 0.33 0.17
N -0.93 -0.50 -1.84
N 1.82 -0.23 -0.26
C 0.76 0.15 0.38
N -2.70 0.44 1.38
H -0.07 -0.95 -2.01
H 0.90 0.53 1.39
```

Mulliken population analysis, charges in e, atoms 1 to 4:
1. C 0.322
2. C -0.295
3. H 0.279
4. N -0.365

=====

b) The following is a quantum chemistry calculation of the molecule C3H3N3, from the Open Molecules 2025 dataset.

Results
**Molar mass**: 81.08 Da
**Gap between HOMO and LUMO**: 9.544 eV

Geometry as XYZ:
```
9
C3H3N3 (ωB97M-V with the def2-TZVPD basis set)
C 0.09 -0.71 0.85
H 0.63 -1.58 1.21
N -1.83 -0.11 -0.28
N -1.23 -0.83 0.61
H 1.44 1.07 0.99
C 0.20 0.67 -0.84
H 0.92 0.84 -1.63
N -1.03 0.38 -1.22
C 0.69 0.47 0.46
```

Mulliken population analysis, charges in e, atoms 1 to 4:
1. C -0.061
2. H 0.364
3. N -0.361
4. N -0.111

=====

Short version: b) is the most stable of them.

=====

a) The following is a quantum chemistry calculation of the molecule C3H3N3, from the Open Molecules 2025 dataset.

Results
**Molar mass**: 81.08 Da
**Gap between HOMO and LUMO**: 10.778 eV

Geometry as XYZ:
```
9
C3H3N3 (ωB97M-V with the def2-TZVPD basis set)
H 2.00 1.25 0.19
N 0.65 0.43 -1.13
N -1.18 -0.67 -0.13
H -0.85 -0.55 -2.08
N 0.50 0.24 1.22
C -0.45 -0.22 -1.15
H -1.04 -0.89 1.89
C 1.09 0.66 0.14
C -0.64 -0.42 1.04
```

Mulliken population analysis, charges in e, atoms 1 to 4:
1. H 0.395
2. N -0.507
3. N -0.516
4. H 0.401

=====

b) The following is a quantum chemistry calculation of a structure of composition C3H3N3, from the Open Molecules 2025 dataset.

Results
**Molar mass**: 81.08 Da
**Gap between HOMO and LUMO**: 9.052 eV

Geometry as XYZ:
```
9
C3H3N3 (ωB97M-V with the def2-TZVPD basis set)
C 0.33 -0.09 0.29
N 2.72 -0.99 -0.30
C -0.51 1.77 0.18
H -0.52 -1.17 -1.24
N -0.67 -0.74 -0.34
H 0.21 0.17 1.32
H -1.55 -0.25 -0.20
N -1.67 1.85 0.34
C 1.67 -0.55 -0.06
```

Mulliken population analysis, charges in e, atoms 1 to 4:
1. C 0.115
2. N -0.289
3. C 0.020
4. H 0.242

=====

c) The following is a quantum chemistry calculation of the molecule C3H3N3, from the Open Molecules 2025 dataset.

Results
**Molar mass**: 81.08 Da
**Gap between HOMO and LUMO**: 9.481 eV

Geometry as XYZ:
```
9
C3H3N3 (ωB97M-V with the def2-TZVPD basis set)
N 0.19 0.38 1.17
C -0.29 1.30 0.33
H 1.06 -2.53 0.30
C -0.52 0.60 -1.00
C 0.27 -0.81 0.42
H -0.96 1.07 -1.87
H -0.65 2.30 0.66
N -0.18 -0.66 -0.90
N 1.09 -1.64 0.89
```

Mulliken population analysis, charges in e, atoms 1 to 4:
1. N -0.450
2. C -0.021
3. H 0.304
4. C -0.042

=====

Short version: a) is the most stable of them.